The following is a quantum chemistry calculation of one molecule with the formula C7H13N in a non-equilibrium geometry, from OMol25.

```
21
Properties=species:S:1:pos:R:3:forces:R:3:mulliken_charge:R:1
C -0.92779 1.52009 -0.02936 0.0 0.1 0.2 -0.136
C -1.63139 0.30972 -0.47559 2.6 -0.6 1.4 0.014
C 0.53328 -0.57841 0.28527 -3.2 -0.9 2.9 -0.220
C 1.20166 0.57468 -0.27518 -0.5 0.6 1.1 0.742
C -2.91225 -0.06176 0.14519 -1.3 0.8 1.0 -1.385
C 0.82464 -1.96741 -0.15423 -2.6 1.3 2.2 -1.572
C 2.60826 0.90625 0.23254 -2.2 -1.3 -0.3 -1.658
N 0.33603 1.68372 0.00535 -0.4 2.0 0.2 -0.665
H -1.52227 2.31974 0.49077 0.3 -0.5 -0.8 0.341
H -1.55753 -0.10654 -1.47741 0.5 0.5 -0.1 0.396
H 0.38477 -0.44725 1.41735 0.0 -0.3 -1.6 0.281
H 1.28652 0.28501 -1.27277 0.3 0.4 -2.4 0.313
H -3.00302 -1.11599 0.22561 -0.1 -1.1 0.2 0.340
H -3.70869 0.22971 -0.51629 -0.6 0.1 -0.7 0.371
H -3.27879 0.39643 1.10247 1.2 -0.3 -0.5 0.337
H 1.78973 -2.08430 0.12117 3.4 -1.2 0.5 0.501
H 0.64716 -2.05573 -1.14310 0.0 -0.3 -3.5 0.379
H 0.19985 -2.70594 0.31979 -0.1 -0.2 0.5 0.349
H 3.17760 0.12181 -0.12294 2.0 -1.2 -1.1 0.470
H 2.77441 0.93001 1.26087 -0.4 0.1 2.0 0.368
H 2.77781 1.84616 -0.13952 1.1 2.1 -1.2 0.434
```
Forces are in eV/Å.

## Properties
**Kohn-Sham gap (alpha / beta)**: 7.89 / 8.28 eV
**Molecular weight**: 111.19 g mol⁻¹